C23H50Cl2N6O9 | ωB97M-V/def2-TZVPD

Calculated values
energy above the lowest of the compared OMol25 structures with the same formula, charge and spin	478.4	kJ/mol
lowest unoccupied orbital energy	0.1	eV
HOMO-LUMO gap	9.461	eV
M	625.59	Da
structure (SMILES)	O=C1OCCO1.CNC(C)=O.CNC(C)=O.CNC(C)=O.CNC(C)=O.CNC(C)=O.CNC(C)=O.ClCCCl

Cartesian coordinates (Å):
C1 -28.45150 12.75547 -13.74996
C2 -28.94775 11.44409 -14.43464
O1 -29.38318 11.95122 -15.65585
C3 -29.02257 13.24250 -15.87165
O2 -29.24117 13.88996 -16.88712
O3 -28.61418 13.76390 -14.76097
H1 -27.39225 12.69247 -13.50075
H2 -29.03345 12.90000 -12.83970
H3 -29.84000 11.13076 -13.89260
H4 -28.29394 10.58325 -14.57454
C4 -25.80508 16.64205 -2.21668
C5 -26.51077 17.38614 -3.22236
O4 -27.01237 18.48540 -2.91754
N1 -26.21722 17.09954 -4.50758
C6 -26.76299 17.91740 -5.62675
H5 -26.51506 16.32564 -1.45254
H6 -25.17520 17.32190 -1.64298
H7 -25.28037 15.75573 -2.57336
H8 -25.70935 16.23076 -4.59368
H9 -27.49388 18.60820 -5.20643
H10 -27.18493 17.23194 -6.36175
H11 -25.84401 18.35731 -6.01414
C7 -20.93040 13.56175 -7.04392
C8 -20.09140 13.76913 -5.73711
O5 -19.97307 12.85668 -4.97223
N2 -19.54040 14.98929 -5.51447
C9 -18.81150 15.32250 -4.30862
H12 -21.79378 12.90379 -6.94506
H13 -20.29172 13.06411 -7.77368
H14 -21.33733 14.43552 -7.55288
H15 -19.56251 15.63122 -6.29391
H16 -17.77257 15.06433 -4.51365
H17 -19.00683 14.59324 -3.52240
H18 -18.83464 16.38390 -4.06164
C10 -36.67419 7.03578 -3.23893
C11 -35.62258 6.26913 -3.99675
O6 -35.05367 6.78148 -4.92553
N3 -35.24846 5.16047 -3.41872
C12 -34.06425 4.28562 -3.87511
H19 -37.01201 6.43883 -2.39182
H20 -37.54169 7.32223 -3.83347
H21 -36.05319 7.75213 -2.70105
H22 -35.66260 4.96200 -2.51916
H23 -33.69491 3.50790 -3.20666
H24 -33.27438 5.02914 -3.98174
H25 -34.18335 3.87075 -4.87601
C13 -22.02925 1.10843 -1.89845
C14 -21.74091 2.39167 -2.81846
O7 -20.98574 2.33551 -3.81751
N4 -22.28285 3.53431 -2.41508
C15 -21.89775 4.86506 -2.83297
H26 -22.96656 0.65161 -2.21604
H27 -22.13041 1.28902 -0.82829
H28 -21.27827 0.32221 -1.97575
H29 -22.88329 3.51886 -1.60309
H30 -21.35912 5.43921 -2.07908
H31 -22.81199 5.26819 -3.26857
H32 -21.04759 4.74805 -3.50501
C16 -35.08210 5.68579 5.11310
C17 -34.81063 6.68121 3.99870
O8 -35.48601 6.61088 2.96922
N5 -33.81742 7.52568 4.20647
C18 -33.33573 8.61272 3.31858
H33 -34.21398 5.56299 5.76071
H34 -35.33701 4.66886 4.81481
H35 -36.04610 5.91001 5.56975
H36 -33.65875 7.68584 5.19099
H37 -32.86767 9.44987 3.83646
H38 -34.17334 9.08963 2.80958
H39 -32.62574 8.29520 2.55492
C19 -24.77258 -0.91499 -9.37055
C20 -24.25524 -0.11708 -10.59534
O9 -23.51202 -0.67285 -11.42040
N6 -24.66238 1.12877 -10.75300
C21 -25.41866 1.82870 -9.60843
H40 -25.84215 -0.83085 -9.17813
H41 -24.21757 -0.62060 -8.47980
H42 -24.61598 -1.99327 -9.34092
H43 -24.64656 1.51375 -11.68661
H44 -24.66569 2.08642 -8.86365
H45 -26.21388 1.24020 -9.15082
H46 -25.93950 2.64403 -10.11046
Cl1 -28.07627 9.44579 -7.39569
C22 -29.78141 9.59312 -6.73296
C23 -29.58040 10.10359 -5.24506
Cl2 -28.88038 8.78408 -4.22902
H47 -30.32589 8.65455 -6.83649
H48 -30.38134 10.32240 -7.27733
H49 -30.49640 10.40577 -4.73737
H50 -28.89241 10.94773 -5.19833

---

C48H38ClF3MnN5O4S2Sb | ωB97M-V/def2-TZVPD

Calculated values
lowest unoccupied orbital energy (spin up / spin down)	-0.6 / -0.7	eV
HOMO-LUMO gap (spin up / spin down)	7.262 / 7.267	eV
M	1082.14	Da
⟨S²⟩	8.754
multiplicity	6

Cartesian coordinates (Å):
Mn1 0.03533 0.46416 -0.04450
O1 -2.54470 0.97132 5.24788
C1 -2.39520 2.20257 4.78903
O2 -2.74262 3.17189 5.41308
C2 -1.76209 2.35219 3.44353
C3 -1.49223 3.56436 2.82555
Cl1 -1.68257 5.14763 3.39929
N1 -0.92676 3.31637 1.62336
N2 -0.81482 1.99180 1.42975
C4 -1.31179 1.40042 2.50435
C5 -1.30058 -0.10815 2.50402
O3 -1.70712 -0.71334 3.49581
O4 -0.85100 -0.63882 1.43889
C6 -0.53209 4.21576 0.58988
C7 0.66940 3.99364 -0.05515
C8 1.04457 4.81327 -1.10565
C9 0.21894 5.85385 -1.50263
C10 -0.98673 6.06359 -0.84857
C11 -1.37404 5.24128 0.19825
H1 -2.24218 0.27460 4.59325
H2 1.30353 3.16488 0.23861
H3 1.97452 4.62000 -1.62314
H4 0.50542 6.48944 -2.32785
H5 -1.64681 6.85970 -1.16339
H6 -2.33304 5.38451 0.67594
F1 -0.79774 1.83919 -5.21658
C12 0.23407 2.60692 -4.82888
F2 -0.27524 3.75197 -4.34338
F3 0.91018 2.93464 -5.94903
C13 1.12368 1.91425 -3.83291
C14 2.45298 1.70166 -4.12746
C15 3.29259 1.08540 -3.20176
C16 2.73900 0.71404 -1.99664
N3 1.45550 0.91330 -1.70057
C17 0.61012 1.49345 -2.58661
S1 -1.01232 1.64713 -2.04337
H7 2.84031 2.01820 -5.08592
H8 4.33370 0.90126 -3.41490
H9 3.32826 0.22960 -1.22797
C18 -2.25230 -0.88392 -4.32086
C19 -2.76933 -2.28472 -4.15850
C20 -3.64727 -2.80704 -5.10144
C21 -4.16039 -4.08860 -4.97513
C22 -3.80358 -4.86889 -3.88882
C23 -2.92464 -4.36208 -2.94043
C24 -2.39332 -3.08368 -3.07242
Sb1 -1.05518 -2.30953 -1.58905
C25 -1.09433 -3.97744 -0.25253
C26 -1.77616 -3.71155 0.93526
C27 -1.86763 -4.65637 1.94682
C28 -1.25289 -5.88528 1.77736
C29 -0.57522 -6.16068 0.59942
C30 -0.48690 -5.22712 -0.42967
C31 0.21720 -5.62132 -1.70006
C32 0.92942 -2.63025 -2.37176
C33 1.86464 -2.48046 -1.34972
C34 3.22437 -2.65540 -1.55374
C35 3.67289 -2.96044 -2.82953
C36 2.75572 -3.10068 -3.85813
C37 1.38402 -2.95499 -3.65412
C38 0.45878 -3.16978 -4.81854
H10 -2.38333 -0.53369 -5.34378
H11 -1.19020 -0.79760 -4.07890
H12 -2.76802 -0.18640 -3.65884
H13 -3.93214 -2.19626 -5.94969
H14 -4.84114 -4.47293 -5.72309
H15 -4.20256 -5.86802 -3.77531
H16 -2.65594 -4.97596 -2.09057
H17 -2.22136 -2.73810 1.09560
H18 -2.39785 -4.42208 2.85919
H19 -1.30259 -6.63371 2.55745
H20 -0.11101 -7.13054 0.46427
H21 0.22546 -6.70622 -1.80186
H22 1.25163 -5.27294 -1.71987
H23 -0.27826 -5.20581 -2.57848
H24 1.52290 -2.25261 -0.34026
H25 3.91968 -2.55551 -0.72946
H26 4.72850 -3.09716 -3.02366
H27 3.10837 -3.35064 -4.85175
H28 0.99313 -3.62926 -5.64904
H29 0.04067 -2.22764 -5.17440
H30 -0.38195 -3.81112 -4.55624
S2 5.22868 -0.38697 4.38033
C39 3.94708 -0.14576 3.16605
C40 3.87349 1.02485 2.42484
C41 2.87049 1.15149 1.48295
N4 1.95058 0.20879 1.25976
C42 2.01049 -0.90586 1.99738
C43 2.99216 -1.12661 2.94957
C44 6.57497 -0.68725 3.25022
C45 6.81341 -1.96136 2.75779
C46 7.86968 -2.14097 1.87718
N5 8.67422 -1.16112 1.47882
C47 8.44308 0.05166 1.96877
C48 7.41432 0.34243 2.85323
H31 4.58521 1.82414 2.57422
H32 2.81488 2.04078 0.86871
H33 1.22915 -1.63662 1.83394
H34 3.00128 -2.04608 3.51626
H35 6.19228 -2.79522 3.05296
H36 8.07775 -3.12497 1.47442
H37 9.11300 0.83695 1.63968
H38 7.27790 1.34634 3.22980

---

C13H27BCsO7 | ωB97M-V/def2-TZVPD

Calculated values
energy above the lowest of the compared OMol25 structures with the same formula, charge and spin	0.0	kJ/mol
lowest unoccupied orbital energy	-3.5	eV
HOMO-LUMO gap	9.530	eV
M	439.07	Da
total charge	+1

Cartesian coordinates (Å):
C1 -1.54610 2.23698 4.62428
O1 -1.92753 0.89187 4.70680
C2 -1.19380 0.05525 3.85620
C3 -1.37649 0.36192 2.36919
C4 -2.83192 0.25748 1.91436
C5 -3.01497 0.46164 0.40931
C6 -2.11373 -0.40704 -0.48590
C7 -2.04725 -1.88961 -0.09390
C8 -2.04559 -2.86904 -1.28405
C9 -1.09038 -2.46306 -2.40536
C10 0.39365 -2.69798 -2.03439
C11 1.16605 -1.38430 -1.93051
C12 2.67194 -1.54133 -1.96059
O2 3.24266 -0.28235 -2.41833
C13 4.19017 0.23006 -1.63141
O3 5.19288 -0.29555 -1.25522
O4 3.76212 1.48736 -1.24430
O5 4.90988 2.38048 -1.25511
B1 4.42310 3.52054 -1.94371
O6 4.66507 3.63122 -3.29116
O7 3.78402 4.48032 -1.20947
H1 -2.26274 2.79781 4.02178
H2 -1.47095 2.64880 5.62984
H3 -0.56128 2.34231 4.15258
H4 -0.12112 0.11628 4.10363
H5 -1.51475 -0.97546 4.00820
H6 -0.97573 1.37094 2.11175
H7 -0.77299 -0.38210 1.84590
H8 -3.23344 -0.70184 2.24889
H9 -3.41943 1.01061 2.44964
H10 -4.05440 0.24436 0.15465
H11 -2.84116 1.51964 0.18082
H12 -1.11345 0.04477 -0.47630
H13 -2.47276 -0.28753 -1.50924
H14 -1.13157 -2.07136 0.47714
H15 -2.90266 -2.12797 0.54186
H16 -3.06206 -3.01775 -1.65583
H17 -1.70008 -3.83294 -0.89918
H18 -1.23618 -1.42958 -2.72002
H19 -1.33127 -3.07331 -3.27973
H20 0.86876 -3.36493 -2.75646
H21 0.40485 -3.23103 -1.07796
H22 0.88522 -0.84289 -1.02268
H23 0.89238 -0.76770 -2.79171
H24 3.07239 -1.75136 -0.96762
H25 2.99702 -2.32642 -2.64157
H26 3.88810 3.88845 -3.79670
H27 3.73140 5.31759 -1.68115
Cs1 0.22407 2.71774 1.91272

---

C20H46NdOP4Se | ωB97M-V/def2-TZVPD

Calculated values
energy above the lowest of the compared OMol25 structures with the same formula, charge and spin	42.5	kJ/mol
lowest unoccupied orbital energy (spin up / spin down)	-10.0 / -9.9	eV
HOMO-LUMO gap (spin up / spin down)	6.676 / 6.752	eV
M	649.68	Da
⟨S²⟩	3.755
total charge	+3
multiplicity	4

Cartesian coordinates (Å):
Nd1 0.43920 -0.43179 0.06698
P1 -1.67745 -0.66980 2.04432
P2 1.09476 -3.13627 -0.28326
P3 -2.14855 -0.94660 -1.21655
H1 -0.67441 4.22648 -0.38189
C1 -1.73914 3.94313 -0.40188
C2 -2.38538 3.53392 0.70554
H2 -1.89461 3.53804 1.68459
C3 -1.15296 -0.04713 3.69361
C4 -2.02475 -2.41156 2.51465
C5 -3.40168 -0.08748 2.13472
C6 2.15895 -3.18862 -1.79250
C7 2.20367 -3.43425 1.15574
C8 -0.14290 -4.50183 -0.39907
C9 -3.42430 0.34019 -1.45911
C10 -3.29935 -2.32425 -0.85422
C11 -1.81160 -1.30123 -2.98277
H3 -2.15985 3.85112 -1.41936
H4 -3.37035 3.05672 0.69485
H5 -0.88981 1.01777 3.63005
H6 -0.29339 -0.60757 4.08641
H7 -2.01461 -0.16806 4.37198
H8 -1.09346 -2.96577 2.68909
H9 -2.60157 -2.92776 1.73688
H10 -2.62043 -2.36356 3.44171
H11 -3.44035 0.99483 1.95775
H12 -3.73065 -0.32050 3.15970
H13 -4.05685 -0.59691 1.41659
H14 2.74234 -4.11867 -1.95204
H15 2.86745 -2.34466 -1.77733
H16 1.54887 -3.00992 -2.68934
H17 2.81189 -4.36520 1.13499
H18 1.62583 -3.45250 2.09525
H19 2.89889 -2.58422 1.27392
H20 0.22864 -5.55316 -0.50069
H21 -0.83360 -4.33065 -1.24357
H22 -0.80526 -4.49298 0.48481
H23 -3.93817 0.07669 -2.39358
H24 -2.97332 1.33652 -1.53407
H25 -4.13243 0.32755 -0.62346
H26 -3.92253 -2.43091 -1.75869
H27 -3.94470 -2.08714 -0.00094
H28 -2.75779 -3.25843 -0.65913
H29 -2.80091 -1.34497 -3.46193
H30 -1.28405 -2.25655 -3.10107
H31 -1.20042 -0.51033 -3.44251
C12 1.42230 2.13998 -3.66805
C13 0.95366 3.41577 -3.34811
C14 1.04944 4.49311 -4.26865
C15 1.63307 4.32961 -5.52780
C16 2.10209 3.04961 -5.85110
C17 2.04843 1.99290 -4.92151
Se1 1.11550 0.43103 -2.45285
H32 1.14573 1.12502 -0.95332
H33 0.46124 3.58568 -2.37600
H34 0.64871 5.47281 -4.02035
H35 1.72024 5.16721 -6.22869
H36 2.48474 2.89552 -6.85878
H37 2.46571 1.01344 -5.21592
C18 1.97308 2.19625 3.85796
P4 2.61279 0.84614 2.85405
C19 2.71636 -0.61253 3.90335
C20 4.23944 1.30636 2.32497
O1 1.69259 0.53700 1.65172
H38 1.77968 3.08757 3.24018
H39 2.72182 2.46152 4.62182
H40 1.04216 1.91536 4.37448
H41 3.62505 -0.56747 4.51064
H42 1.85716 -0.65246 4.57928
H43 2.73581 -1.51895 3.29120
H44 4.64566 0.54393 1.65704
H45 4.21655 2.26328 1.79823
H46 4.91205 1.41061 3.18102

---

C2H4N2O | ωB97M-V/def2-TZVPD

Calculated values
energy above the lowest of the compared OMol25 structures with the same formula, charge and spin	259.2	kJ/mol
lowest unoccupied orbital energy	0.9	eV
HOMO-LUMO gap	10.500	eV
M	72.07	Da

Cartesian coordinates (Å):
C1 -3.35348 -0.28497 -0.08699
C2 1.78777 0.05516 0.17253
N1 -0.12001 -0.40219 -0.55772
N2 0.41927 0.28511 0.29891
O1 -3.85823 0.69076 0.16643
H1 -1.06331 -0.07440 -0.51087
H2 2.27571 0.93114 0.73980
H3 1.92141 -0.22139 -0.84456
H4 1.99088 -0.97923 0.62247